[1]
Formula: C16H47N9O21PS
Source: the OMol25 dataset
Level of theory: the ωB97M-V functional and the def2-TZVPD basis

ORCA input file:
```
! wB97M-V def2-TZVPD RIJCOSX def2/J DEFGRID3
* xyz -1 1
C -2.44478 -1.16809 -0.75439
C -1.00170 -1.14641 -1.30295
C -0.17511 -2.42503 -1.18570
C 0.59168 -2.62096 0.12999
P -0.39455 -2.53471 1.79038
C 1.11970 -1.73038 2.69522
C 1.41094 -0.34570 2.13158
C 1.02262 0.79130 3.09507
S 0.02235 2.11336 2.42288
O 0.73745 3.35798 2.48179
O -1.29786 2.03455 2.98026
O -0.08832 1.80222 0.87649
H -2.80966 -2.18257 -0.52450
H -3.14597 -0.72321 -1.46902
H -2.50926 -0.61069 0.18469
H -0.42755 -0.34114 -0.82623
H -1.05112 -0.88341 -2.36645
H 0.57072 -2.38896 -1.99246
H -0.81189 -3.29428 -1.39177
H 1.46772 -1.96200 0.10750
H 0.98735 -3.64582 0.13248
H 0.09020 -3.88913 2.17140
H -1.21002 -2.52368 3.03334
H -0.89024 -1.13979 1.47216
H -1.54199 -3.13301 1.09012
H 0.86577 -1.67938 3.76095
H 1.97221 -2.41191 2.62355
H 0.82767 -0.26728 1.21551
H 2.45471 -0.21417 1.82547
H 0.43558 0.43765 3.94215
H 1.90674 1.30592 3.47487
H -0.61860 0.98665 0.75571
C 3.50395 -5.38231 -2.65561
N 3.11006 -3.95441 -2.54018
O 2.78803 -3.36548 -3.55479
O 3.15141 -3.46931 -1.43266
H 3.43934 -5.66468 -3.69949
H 4.52062 -5.45578 -2.28386
H 2.83289 -5.97663 -2.04176
C -0.55520 5.63798 1.28781
N -1.02293 7.00838 0.94558
O -1.60526 7.17833 -0.11033
O -0.79810 7.89264 1.74704
H -0.83602 4.97085 0.48170
H 0.52023 5.67484 1.42410
H -1.02422 5.35132 2.22317
C -5.52331 -5.47893 -1.29276
N -4.63076 -4.29512 -1.52281
O -3.45939 -4.36572 -1.20603
O -5.14826 -3.31826 -2.02520
H -4.94818 -6.26096 -0.81098
H -6.33699 -5.14882 -0.65341
H -5.90127 -5.76591 -2.26964
C -4.77952 1.23587 1.35532
N -5.57544 -0.02166 1.44606
O -6.78944 0.06086 1.43054
O -4.93440 -1.04169 1.52518
H -5.46612 2.07146 1.28782
H -4.15514 1.28671 2.24307
H -4.15298 1.14544 0.47232
C -0.98390 11.06388 0.98816
N -0.54864 12.45149 0.66747
O 0.63606 12.70603 0.72190
O -1.41912 13.24463 0.37047
H -0.11163 10.47226 1.23352
H -1.67148 11.12703 1.82579
H -1.49734 10.67320 0.11496
C 6.14188 -2.22041 -4.93946
N 6.54913 -3.12507 -3.82932
O 7.50400 -2.81894 -3.15110
O 5.86516 -4.11653 -3.67164
H 6.82384 -1.37890 -4.95855
H 6.18239 -2.80119 -5.85590
H 5.11827 -1.91674 -4.73600
C 0.08519 6.74891 -2.57700
N 1.17700 6.76427 -3.59152
O 1.34429 7.78264 -4.23099
O 1.83047 5.74976 -3.70962
H -0.40279 7.71503 -2.57972
H -0.59705 5.94941 -2.84873
H 0.54533 6.53373 -1.61859
C 5.35943 -2.14645 0.86699
N 4.80101 -2.85475 2.05223
O 4.27858 -3.93139 1.87144
O 4.90558 -2.29323 3.12535
H 5.18038 -2.76315 -0.00547
H 4.84183 -1.19440 0.79301
H 6.41798 -1.99119 1.05402
C -2.38288 -5.89334 1.99514
N -3.65674 -6.64054 2.08242
O -4.14881 -7.06002 1.05242
O -4.15101 -6.78859 3.17956
H -2.08931 -5.84143 0.95428
H -2.55368 -4.89857 2.39729
H -1.66183 -6.42444 2.60683
*
```

Values from the calculation:
**HOMO energy**: -4.0082 eV
**Orbital gap**: 5.3 eV
**LUMO**: 1.29 eV

Results of the Mulliken charge analysis, in e, for atoms 1 through 2: atom 1 (C): -0.23, atom 2 (C): -0.72

---

[2]
Formula: C16H47NO13
Source: the OMol25 dataset
Level of theory: the ωB97M-V functional and the def2-TZVPD basis

ORCA input file:
```
! wB97M-V def2-TZVPD RIJCOSX def2/J DEFGRID3
* xyz 0 1
C 2.09380 -8.16650 2.48816
O 1.31999 -7.31088 3.31961
C 0.06843 -7.70834 3.76677
C -0.70634 -6.49050 4.26977
C -1.28030 -5.58131 3.13149
N 0.00517 -5.74046 5.23229
H 1.86246 -7.93816 1.44777
H 1.89108 -9.21385 2.71192
H 3.11797 -7.86184 2.70354
H -0.48281 -8.16340 2.94387
H 0.16866 -8.54733 4.45535
H -1.53122 -6.90687 4.84798
H -2.21172 -5.10856 3.44306
H -1.43361 -6.17163 2.22810
H -0.56485 -4.78006 2.94649
H 0.98567 -5.97990 5.19481
H 0.06023 -4.75898 5.00043
O -2.86597 -2.00883 8.42449
C -2.89164 -0.65291 8.03285
C -2.59310 -0.38699 6.57908
O -1.15991 -0.44584 6.22469
H -2.37108 -2.52089 7.78069
H -3.91970 -0.29077 8.02526
H -2.28926 -0.00921 8.67383
H -2.98338 0.57299 6.24110
H -2.98957 -1.13768 5.89543
H -1.08122 0.10927 5.44541
O 7.17798 3.36391 -1.53129
C 7.44775 2.43604 -0.45349
C 7.09513 2.92284 0.92965
O 7.76711 4.22830 1.27567
H 7.80990 4.08472 -1.47923
H 6.97678 1.52247 -0.81636
H 8.49634 2.14114 -0.41373
H 7.30113 2.21023 1.72830
H 6.02307 3.11752 0.89955
H 7.69409 4.82235 0.52509
O -0.53334 0.98747 -1.38193
C 0.77276 1.21157 -0.85715
C 0.77893 0.81983 0.65351
O 0.10302 1.80612 1.31831
H -1.13970 1.69782 -1.15982
H 1.53475 0.65966 -1.40747
H 1.08032 2.25595 -0.90985
H 1.77030 0.56937 1.03108
H 0.13698 -0.05446 0.54576
H -0.57960 2.29525 0.85317
O 0.85589 4.04226 -7.47645
C 2.10417 4.25801 -7.90388
C 3.15894 3.84382 -6.90108
O 3.33775 4.93741 -5.93373
H 0.74304 4.47252 -6.62571
H 2.16149 3.65545 -8.81037
H 2.15617 5.31914 -8.14762
H 4.13278 3.63056 -7.34182
H 2.88536 2.85719 -6.52713
H 4.04999 4.71972 -5.32798
O -3.61152 1.37573 -8.17538
C -3.46211 0.09016 -7.53713
C -2.36442 -0.89167 -8.06668
O -2.35519 -1.11435 -9.49203
H -2.87480 1.84042 -7.77176
H -3.44560 0.19463 -6.45228
H -4.34171 -0.52431 -7.72906
H -2.63093 -1.83162 -7.58338
H -1.53224 -0.30642 -7.67545
H -2.34793 -0.26912 -9.94715
O -5.95640 5.33446 2.52132
C -5.19265 4.17870 2.87863
C -5.07949 3.29157 1.62123
O -4.18882 3.79998 0.64481
H -6.88555 5.11000 2.43248
H -4.25458 4.46148 3.35631
H -5.62257 3.57816 3.68027
H -6.06874 3.11831 1.19761
H -4.64695 2.34028 1.93116
H -4.65484 4.58884 0.35823
*
```

Values from the calculation:
**HOMO energy**: -9.0347 eV
**Orbital gap**: 9.2 eV
**LUMO**: 0.13 eV

Results of the Mulliken charge analysis, in e, for atoms 1 through 2: atom 1 (C): -0.74, atom 2 (O): -0.35

---

[3]
Formula: C16H47NO7
Source: the OMol25 dataset
Level of theory: the ωB97M-V functional and the def2-TZVPD basis

ORCA input file:
```
! wB97M-V def2-TZVPD RIJCOSX def2/J DEFGRID3
* xyz 0 1
C -4.22894 1.11963 -2.08681
O -4.92297 -0.04380 -2.37451
C -4.41928 -1.25961 -1.87400
C -5.03424 -2.39733 -2.80139
C -6.57773 -2.46589 -2.86636
N -4.42456 -3.63043 -2.25791
H -4.35362 1.35897 -1.03075
H -4.69235 1.79269 -2.80815
H -3.17969 0.90066 -2.28488
H -3.33269 -1.34523 -1.88380
H -4.74895 -1.36957 -0.84089
H -4.64841 -2.33622 -3.81898
H -6.95206 -2.63014 -1.85592
H -7.01906 -3.17545 -3.56624
H -7.08183 -1.51888 -3.05918
H -3.45372 -3.46847 -2.48450
H -4.67133 -4.40034 -2.86328
C 5.22665 6.35027 3.06103
C 6.27103 5.67791 2.23033
O 7.05284 5.09785 3.28626
H 4.54282 5.66589 3.56314
H 4.72464 7.17468 2.55463
H 5.62378 6.92672 3.89655
H 6.92134 6.31388 1.62971
H 5.84105 4.83185 1.69422
H 7.91889 5.50982 3.24342
C 1.38286 1.59688 2.69247
C 1.62393 0.20215 2.04519
O 0.54181 -0.16146 1.15626
H 2.27031 1.80465 3.29026
H 0.51214 1.54097 3.34579
H 1.23900 2.45261 2.03284
H 1.94973 -0.59313 2.71563
H 2.46200 0.23176 1.34888
H -0.13536 -0.62246 1.65679
C -1.89984 -2.05739 5.51644
C -1.86019 -3.18726 4.48060
O -2.36376 -2.61637 3.25343
H -2.90231 -1.63027 5.54347
H -1.26050 -1.20333 5.29302
H -1.62980 -2.48079 6.48387
H -2.43107 -4.08022 4.73521
H -0.90926 -3.64936 4.21542
H -2.68862 -3.43736 2.87656
C -1.21155 6.73345 -0.54611
C -0.11375 7.14929 -1.51369
O 0.74438 7.97730 -0.92340
H -0.89072 6.08218 0.26692
H -2.00281 6.24406 -1.11400
H -1.55492 7.62408 -0.01982
H -0.39563 7.69547 -2.41387
H 0.45814 6.30075 -1.88920
H 1.54866 7.86410 -1.43517
C 3.55912 -4.63575 0.79146
C 3.97204 -5.65774 -0.25209
O 4.90595 -6.61609 0.31527
H 2.59427 -4.15626 0.62641
H 4.37585 -3.92887 0.93769
H 3.49442 -5.14071 1.75528
H 4.39762 -5.17849 -1.13374
H 3.10912 -6.25909 -0.53823
H 4.47749 -7.05631 1.05298
C 0.45668 -3.33347 -5.50872
C 0.49077 -2.42245 -4.25530
O 0.16443 -3.21108 -3.12499
H 0.99664 -4.26561 -5.34244
H 0.84775 -2.69053 -6.29726
H -0.58809 -3.58345 -5.69327
H -0.12481 -1.52511 -4.31827
H 1.46986 -1.94732 -4.19396
H 0.53642 -2.85142 -2.31638
*
```

Values from the calculation:
**HOMO energy**: -9.3649 eV
**Orbital gap**: 9.7 eV
**LUMO**: 0.34 eV

Results of the Mulliken charge analysis, in e, for atoms 1 through 2: atom 1 (C): -0.67, atom 2 (O): -0.29